ORCA calculation (wB97M-V/def2-TZVPD) on a structure of composition C47H96F3FeN9O9S2.

```
167
Properties=species:S:1:pos:R:3:forces:R:3:lowdin_charge:R:1
Fe -28.6799 4.6833 -22.8144 2.5 1.3 -1.5 1.044
C -22.8946 1.8513 -13.8370 0.0 0.3 -0.4 -0.087
O -23.8122 0.8272 -14.1725 -1.9 -0.2 0.8 -0.232
C -24.8077 0.4976 -13.1518 1.3 -0.3 -0.9 -0.157
C -25.9659 -0.2563 -13.8298 0.4 -0.9 1.1 -0.036
N -25.5161 -1.6659 -14.3267 0.3 1.9 -0.8 0.090
H -25.1437 -2.1260 -13.5083 0.6 -0.1 0.3 0.172
H -26.2325 -2.3000 -14.6503 -1.1 0.3 -0.1 0.161
C -24.5386 -1.6868 -15.4753 1.0 -0.4 0.1 -0.077
C -25.1518 -1.1712 -16.7817 0.6 -0.2 1.0 -0.188
O -26.2418 -2.0325 -16.9998 -0.6 -0.1 -0.7 -0.168
C -26.9390 -1.7537 -18.2191 0.0 0.5 0.1 -0.060
H -22.6581 2.3192 -14.7926 0.4 0.0 0.1 0.092
H -22.0043 1.4377 -13.3632 0.0 0.1 0.1 0.096
H -23.3284 2.6419 -13.2247 -0.2 -0.1 0.3 0.090
H -25.2337 1.3435 -12.6123 -0.1 0.5 -0.5 0.128
H -24.2423 -0.0205 -12.3771 -0.4 -0.7 0.2 0.130
H -26.4235 0.4299 -14.5424 0.2 -0.7 -0.7 0.110
H -26.7233 -0.5619 -13.1079 0.0 0.5 0.2 0.134
H -24.2819 -2.7456 -15.5115 0.0 -0.1 -0.7 0.142
H -23.6146 -1.1889 -15.1814 -0.4 0.4 -0.1 0.129
H -24.3987 -1.1545 -17.5695 0.2 -0.8 -0.2 0.144
H -25.3693 -0.1046 -16.7248 -0.8 0.1 0.4 0.094
H -26.2661 -1.7460 -19.0766 0.2 0.1 0.1 0.078
H -27.4261 -0.7865 -18.0953 0.1 0.4 -0.3 0.064
H -27.7411 -2.4475 -18.4708 0.3 -0.5 0.6 0.091
S -30.9820 4.4177 -22.7452 -3.9 -0.5 -1.9 0.266
O -30.4089 5.6050 -23.2962 -1.3 7.4 -3.0 -0.307
O -30.0733 3.5540 -23.4685 0.3 -7.2 -5.4 -0.349
O -30.1493 4.3825 -21.6047 0.8 -0.7 10.6 -0.348
O -32.3845 4.1647 -22.6775 1.1 0.2 0.0 -0.196
C -26.5591 1.3453 -20.6403 -0.5 2.1 -0.3 -0.631
F -27.6256 0.6052 -20.8618 -0.6 -0.7 -0.5 0.140
F -26.8340 2.0126 -19.4809 0.4 0.0 -0.9 0.093
F -25.5110 0.6173 -20.4485 0.9 -0.8 0.0 0.183
S -26.2172 2.5610 -22.1292 2.4 0.3 -1.7 0.636
O -25.0709 3.3657 -21.7241 -1.4 -1.0 0.3 -0.278
O -25.9690 1.7787 -23.3678 -1.6 0.7 3.1 -0.301
O -27.4484 3.3881 -22.2348 0.6 -1.7 1.2 -0.384
C -25.5023 -5.7929 -23.5594 0.2 0.3 -1.1 -0.088
C -26.3313 -4.5122 -23.5032 -0.8 -0.5 0.9 -0.258
N -26.2674 -3.8487 -22.2019 1.8 -0.2 0.6 -0.177
C -27.0813 -2.6318 -22.0565 0.4 -0.9 -0.7 -0.271
C -28.5099 -3.0077 -21.8211 -1.2 -1.0 -1.3 -0.093
C -24.8313 -3.5726 -21.8699 -0.9 0.1 1.3 -0.249
C -24.1738 -2.4020 -22.5783 0.1 -0.6 0.2 -0.076
H -25.6571 -6.5121 -22.7551 0.0 0.4 0.2 0.086
H -24.4487 -5.5669 -23.7231 0.1 -0.2 0.4 0.067
H -25.8043 -6.2821 -24.4855 0.0 -0.2 0.0 0.076
H -26.0548 -3.8409 -24.3162 0.0 0.1 -0.3 0.113
H -27.3577 -4.8544 -23.6349 -0.2 0.4 -0.3 0.108
H -26.7999 -2.0230 -21.1973 0.7 -0.1 -0.1 0.079
H -26.9233 -2.0923 -22.9903 -0.4 0.9 0.1 0.118
H -28.9497 -3.4978 -22.6897 0.2 0.0 -0.5 0.069
H -28.5936 -3.8362 -21.1178 0.0 0.6 0.8 0.085
H -29.2076 -2.1759 -21.7236 0.2 0.2 0.8 0.045
H -24.1865 -4.4458 -21.9685 -0.5 -0.2 -0.3 0.100
H -24.8763 -3.4490 -20.7879 0.3 0.5 0.3 0.097
H -23.1730 -2.2428 -22.1768 0.1 0.0 0.0 0.071
H -24.7227 -1.4704 -22.4404 0.0 0.0 -0.4 0.058
H -24.0643 -2.7294 -23.6122 0.0 0.7 -0.3 0.074
C -28.1971 8.8586 -21.3208 0.8 0.9 1.1 -0.087
C -28.5102 7.6192 -22.0980 -0.2 0.5 -1.4 -0.234
N -27.9083 6.2725 -21.6529 -1.1 3.2 2.4 -0.153
C -26.4696 6.5326 -21.3287 1.2 -1.0 -0.8 -0.239
C -25.6330 7.0567 -22.4468 1.1 1.3 -0.8 -0.076
C -28.5146 6.1636 -20.2578 0.7 -1.4 0.9 -0.208
C -28.0171 4.8392 -19.5848 -1.7 0.0 0.7 -0.068
H -28.5793 9.7478 -21.8222 -0.1 -0.2 -0.4 0.098
H -27.1216 9.0167 -21.2406 0.0 0.1 0.2 0.075
H -28.6358 8.9458 -20.3268 0.1 -0.3 0.1 0.082
H -29.5968 7.6367 -22.1827 0.0 -1.1 0.0 0.118
H -28.1549 7.8708 -23.0973 0.0 -0.6 -0.1 0.095
H -26.3732 7.1589 -20.4418 -0.3 0.0 -0.2 0.128
H -25.9373 5.6053 -21.1170 -0.6 -0.3 0.4 0.093
H -25.9118 8.0297 -22.8513 -0.6 -0.2 -0.3 0.081
H -24.6490 7.3376 -22.0716 0.2 -0.4 0.4 0.089
H -25.4093 6.3507 -23.2466 -0.4 0.1 0.1 0.061
H -29.5844 6.3713 -20.2807 -0.1 -1.1 -0.3 0.123
H -28.2337 6.9693 -19.5795 0.9 0.3 -0.5 0.106
H -28.6087 3.9855 -19.9153 0.3 0.0 -0.6 0.035
H -28.2840 4.8253 -18.5281 0.0 0.5 0.3 0.074
H -26.9535 4.6007 -19.5868 -0.1 0.4 -0.5 0.070
C -31.0648 -1.8096 -18.3077 0.1 0.1 0.1 -0.035
C -31.9357 -0.5496 -18.3962 -0.5 0.8 0.0 -0.139
N -31.3968 0.5058 -19.3320 1.1 -3.6 0.2 0.040
C -31.3186 0.0291 -20.6804 -0.5 1.1 -2.9 -0.176
C -31.1405 1.1222 -21.7788 0.4 0.2 0.1 -0.039
C -30.2299 1.2524 -18.9019 -1.8 1.2 0.9 -0.165
C -30.5085 1.8391 -17.5207 1.0 0.7 0.1 -0.057
H -31.0658 -2.3304 -19.2652 0.2 -0.1 0.2 0.085
H -31.4909 -2.4450 -17.5312 -0.4 -0.1 -0.2 0.099
H -30.0596 -1.6331 -17.9250 0.2 0.3 -0.4 0.065
H -32.9050 -0.8472 -18.7963 0.0 0.2 0.0 0.137
H -32.0823 -0.1188 -17.4057 0.0 0.1 -0.2 0.118
H -30.4630 -0.6292 -20.8308 0.6 -0.1 0.7 0.117
H -32.1319 -0.5989 -21.0443 -0.5 0.1 0.9 0.143
H -30.1770 1.6301 -21.7379 0.0 0.0 0.3 0.051
H -31.1195 0.6841 -22.7766 -0.2 -0.4 0.2 0.102
H -31.9240 1.8798 -21.7986 -0.1 -0.2 0.3 0.076
H -30.1265 2.0419 -19.6463 0.6 -0.1 0.0 0.122
H -29.3900 0.5618 -18.8274 0.2 0.0 -0.5 0.122
H -30.2963 1.1191 -16.7303 -0.3 0.0 0.0 0.084
H -31.4790 2.3228 -17.4098 -0.1 -0.3 -0.1 0.104
H -29.7769 2.6352 -17.3824 0.0 0.0 0.1 0.058
C -18.2586 6.8905 -22.5764 0.3 0.9 0.9 -0.101
C -18.5824 5.6478 -23.3341 0.0 -0.6 -1.7 -0.286
N -19.9914 5.4350 -23.6703 -1.1 -0.1 0.2 -0.176
C -20.1585 4.3432 -24.6752 -0.3 1.4 0.9 -0.241
C -19.8900 4.7870 -26.1000 -0.6 -0.2 -0.9 -0.083
C -20.7704 5.1506 -22.4259 0.0 0.8 -0.2 -0.231
C -22.3128 5.1480 -22.5278 0.5 -0.1 -0.4 -0.091
H -17.3421 7.3931 -22.8853 0.4 -0.6 -0.1 0.072
H -18.1330 6.6476 -21.5213 -0.2 0.5 0.2 0.070
H -18.9656 7.7045 -22.7362 -0.5 -0.3 0.2 0.080
H -18.0319 5.6988 -24.2735 -0.2 0.0 -0.3 0.107
H -18.1816 4.7391 -22.8850 0.2 -0.2 0.6 0.113
H -19.6251 3.4742 -24.2898 0.1 -0.5 -0.4 0.116
H -21.2307 4.1496 -24.7064 0.1 -0.5 0.4 0.069
H -18.9327 5.1968 -26.4224 0.1 0.0 0.5 0.070
H -20.1426 3.9854 -26.7940 0.5 -0.6 0.1 0.057
H -20.6903 5.4658 -26.3946 0.2 0.7 0.3 0.076
H -20.5633 5.9755 -21.7442 0.4 0.0 0.1 0.101
H -20.3937 4.2442 -21.9518 0.0 -0.4 0.1 0.108
H -22.6840 4.2585 -23.0368 -0.1 0.2 -0.4 0.030
H -22.6240 6.0819 -22.9959 -0.1 -0.2 -0.5 0.068
H -22.8351 5.1440 -21.5712 0.5 -0.1 0.4 0.062
N -26.7852 3.6002 -14.9198 0.2 -1.4 -2.3 0.043
C -25.6498 3.3719 -15.6829 0.9 0.8 1.7 -0.133
C -25.8391 2.4008 -16.6227 -1.1 1.2 0.0 -0.112
C -27.2538 2.1465 -16.5979 0.6 -0.2 1.0 -0.136
C -27.7877 2.8525 -15.5232 -0.1 0.1 0.3 -0.135
H -26.8399 4.1954 -14.1056 -0.2 0.0 -0.4 0.156
H -24.8094 3.9943 -15.4130 0.4 -0.4 -0.2 0.117
H -25.1285 2.0679 -17.3647 0.0 0.1 0.1 0.103
H -27.6843 1.4340 -17.2859 -0.5 0.2 0.3 0.060
H -28.7773 2.9729 -15.1078 -0.1 -0.4 -0.3 0.108
N -20.7997 -0.3925 -22.0035 0.8 -0.1 -2.0 0.007
C -21.1061 0.0425 -20.7602 0.1 -0.3 0.0 -0.147
C -21.9798 1.0770 -20.9485 0.1 0.3 3.3 -0.159
C -22.1448 1.3377 -22.2734 -0.6 -0.4 -1.9 -0.122
C -21.3841 0.4071 -22.9721 -0.7 0.4 0.9 -0.080
H -20.1206 -1.0954 -22.2582 -0.1 0.1 0.3 0.152
H -20.6196 -0.3677 -19.8875 -0.2 0.0 -0.1 0.105
H -22.4222 1.6244 -20.1293 -0.1 0.1 0.0 0.090
H -22.9157 2.0240 -22.5914 0.4 0.1 -0.6 0.067
H -21.3101 0.2758 -24.0415 0.2 -0.3 0.1 0.103
N -23.9605 1.4599 -25.0969 -1.7 -1.8 1.4 0.011
C -23.1143 2.2249 -25.7493 1.0 2.3 0.1 -0.186
C -22.4126 1.4921 -26.6426 0.6 -0.7 -0.2 -0.090
C -22.8725 0.1575 -26.4530 0.6 -0.6 -1.2 -0.121
C -23.8293 0.1506 -25.4898 -0.4 0.4 -0.1 -0.131
H -24.6401 1.7491 -24.4079 0.4 0.1 -0.1 0.063
H -22.9744 3.2318 -25.3846 -0.1 0.2 -0.5 0.100
H -21.6136 1.8413 -27.2799 -0.1 -0.1 0.0 0.091
H -22.5687 -0.6920 -27.0467 0.1 0.0 0.1 0.094
H -24.4562 -0.6405 -25.1057 0.1 0.2 0.0 0.099
N -28.6964 4.2354 -25.8284 -0.2 0.8 0.0 0.070
C -27.6499 3.7552 -25.1213 0.1 -1.9 -1.5 -0.161
C -26.8925 4.8009 -24.7452 2.1 0.0 1.9 -0.141
C -27.5874 5.9659 -25.0020 -1.0 2.0 -1.2 -0.115
C -28.6891 5.6143 -25.7397 -1.1 -1.4 -0.9 -0.060
H -29.3033 3.5910 -26.3147 -0.4 0.6 0.1 0.175
H -27.4145 2.7016 -25.1514 0.0 0.1 0.2 0.135
H -25.8751 4.7517 -24.3861 -0.2 -0.2 0.3 0.115
H -27.3077 7.0068 -24.9331 0.3 -0.2 0.3 0.116
H -29.4514 6.1844 -26.2500 0.1 0.1 0.3 0.139
```
Positions in Å, forces in eV/Å.

Frontier orbital gap (alpha / beta), eV: 6.28 / 2.41
⟨S²⟩: 12.013
Charge: +2
2S+1: 7